Density functional theory data (wB97M-V/def2-TZVPD) for C39H28Cl5FMoN9O7S as an isolated structure.

Geometry as XYZ:
```
91
Properties=species:S:1:pos:R:3
Mo 0.024 0.038 -0.228
C -1.397 -2.188 1.607
N -0.054 -2.006 0.990
C 0.982 -1.938 2.054
C 2.114 -1.020 1.709
C 3.309 -1.090 2.408
C 4.341 -0.241 2.067
C 4.154 0.660 1.025
C 2.924 0.718 0.416
N 1.903 -0.078 0.778
C 0.152 -3.238 0.144
C 1.515 -3.526 -0.459
C 1.591 -4.568 -1.374
C 2.825 -4.885 -1.915
C 3.937 -4.152 -1.530
C 3.764 -3.153 -0.593
N 2.579 -2.854 -0.059
C -2.245 -0.956 1.629
C -3.396 -0.928 2.400
C -4.199 0.196 2.389
C -3.854 1.249 1.545
C -2.713 1.148 0.793
N -1.887 0.074 0.858
H -1.288 -2.570 2.625
H -1.943 -2.956 1.055
H 1.374 -2.936 2.260
H 0.518 -1.582 2.977
H 3.424 -1.828 3.189
H 5.283 -0.285 2.597
H 4.943 1.316 0.689
H 2.725 1.422 -0.376
H -0.583 -3.209 -0.662
H -0.082 -4.093 0.792
H 0.703 -5.120 -1.647
H 2.919 -5.695 -2.625
H 4.917 -4.361 -1.935
H 4.605 -2.565 -0.244
H -3.638 -1.775 3.028
H -5.065 0.269 3.029
H -4.456 2.145 1.501
H -2.397 1.955 0.144
Cl 1.957 3.178 -1.803
C 0.445 2.604 -2.435
C -0.224 1.535 -1.835
C -1.364 1.130 -2.520
Cl -2.078 -0.375 -1.971
C -1.917 1.752 -3.629
Cl -3.356 1.159 -4.339
C -1.250 2.857 -4.152
Cl -1.886 3.677 -5.507
C -0.047 3.262 -3.568
Cl 0.811 4.573 -4.260
F 3.469 -3.960 -6.785
C 2.434 -3.672 -6.002
C 2.272 -2.452 -5.486
N 1.209 -2.136 -4.658
C 1.107 -0.798 -4.097
C 1.666 -0.610 -2.676
O 2.780 -0.190 -2.495
O 0.863 -0.952 -1.670
C 0.244 -3.068 -4.335
O -0.692 -2.824 -3.599
N 0.420 -4.296 -4.930
C 1.473 -4.738 -5.740
O 1.528 -5.873 -6.135
H 2.974 -1.658 -5.701
H 0.058 -0.506 -4.136
H 1.708 -0.141 -4.721
H -0.307 -4.977 -4.755
O -5.073 2.288 4.205
S -5.011 3.110 5.411
O -4.457 2.424 6.561
O -6.166 3.933 5.636
C -3.654 4.257 5.014
N -3.626 5.510 5.451
C -2.590 6.251 5.085
C -1.551 5.778 4.289
C -1.648 4.443 3.950
N -2.684 3.693 4.304
C -0.755 3.635 3.078
C -0.334 4.008 1.815
C 0.027 3.025 0.908
N 0.041 1.723 1.214
C -0.138 1.401 2.515
C -0.555 2.300 3.454
H -2.591 7.278 5.432
H -0.718 6.404 4.001
H -0.432 5.028 1.469
H 0.211 3.289 -0.117
H -0.078 0.355 2.772
H -0.840 1.969 4.442
```

Results
**ΔE to the lowest compared entry with this formula, charge and spin**: 0.648 eV
**<S²>**: 2.017
**Charge**: +1
**2S+1**: 3
**Gap between HOMO and LUMO (spin up / spin down)**: 5.47 / 4.89 eV

Density functional theory data (wB97M-V/def2-TZVPD) for C39H28Cl6N8O4S3SeSr as an isolated structure at a distorted geometry.

Geometry as XYZ:
```
90
Properties=species:S:1:pos:R:3
Sr 0.581 0.423 0.899
C 0.795 -3.357 -0.233
C 2.086 -2.596 -0.298
N 2.188 -1.289 -0.319
C 3.513 -0.883 -0.316
C 4.421 -1.890 -0.290
S 3.604 -3.392 -0.285
C 3.838 0.553 -0.357
C 5.089 1.070 -0.332
S 5.004 2.766 -0.472
C 3.288 2.701 -0.542
N 2.812 1.485 -0.464
C 2.494 3.966 -0.687
H 0.034 -2.822 -0.794
H 0.466 -3.436 0.803
H 0.907 -4.361 -0.646
H 5.500 -1.821 -0.291
H 6.032 0.545 -0.248
H 3.125 4.778 -1.049
H 2.064 4.258 0.272
H 1.673 3.811 -1.386
N -4.460 2.730 0.139
C -4.181 3.143 1.424
C -4.596 4.236 2.182
C -4.082 4.327 3.462
C -3.200 3.360 3.972
C -2.799 2.278 3.212
C -3.297 2.179 1.912
N -3.022 1.234 0.928
C -3.732 1.593 -0.102
C -3.744 0.924 -1.408
C -4.359 1.397 -2.523
S -3.984 0.407 -3.858
C -3.067 -0.615 -2.825
N -3.019 -0.237 -1.584
H -4.971 3.256 -0.545
H -5.265 4.992 1.787
H -4.357 5.173 4.084
H -2.806 3.485 4.974
H -2.089 1.545 3.594
H -4.951 2.295 -2.640
H -2.533 -1.477 -3.218
N -1.307 -1.382 1.084
C -2.097 -1.469 1.911
C -3.053 -1.571 2.988
C -2.583 -1.699 4.296
C -3.495 -1.745 5.339
C -4.855 -1.660 5.074
C -5.314 -1.522 3.769
C -4.415 -1.472 2.719
H -1.515 -1.737 4.478
H -3.143 -1.838 6.358
H -5.565 -1.691 5.894
H -6.375 -1.443 3.573
H -4.748 -1.339 1.695
C -0.680 -4.570 -3.511
N 0.551 -4.424 -4.265
C 1.257 -3.265 -4.395
Se 0.915 -1.624 -3.680
N 2.327 -3.582 -5.172
C 2.318 -4.927 -5.544
C 3.175 -5.697 -6.308
C 2.846 -7.037 -6.474
C 1.699 -7.578 -5.896
C 0.841 -6.796 -5.130
C 1.178 -5.465 -4.965
H -0.775 -3.714 -2.850
H -0.639 -5.484 -2.921
H -1.541 -4.608 -4.178
H 3.009 -2.887 -5.412
H 4.067 -5.275 -6.759
H 3.493 -7.673 -7.065
H 1.471 -8.626 -6.047
H -0.054 -7.215 -4.684
O 0.272 0.063 3.425
Cl 1.560 -0.633 3.392
O 2.098 -0.792 4.699
O 2.429 0.185 2.542
O 1.356 -1.897 2.717
Cl -0.725 2.386 -1.890
C -0.901 3.387 -0.441
C -0.226 2.977 0.689
C -0.290 3.859 1.752
Cl 0.619 3.442 3.197
C -1.007 5.059 1.738
Cl -1.012 6.127 3.096
C -1.726 5.391 0.585
Cl -2.664 6.841 0.523
C -1.670 4.547 -0.528
Cl -2.543 4.959 -1.971
```

Results
**ΔE to the lowest compared entry with this formula, charge and spin**: 1.206 eV
**Gap between HOMO and LUMO**: 8.04 eV

Density functional theory data (wB97M-V/def2-TZVPD) for C39H28ClIMgN7O6S as an isolated structure.

Geometry as XYZ:
```
84
Properties=species:S:1:pos:R:3
Mg -1.553 -0.005 -0.915
Cl -0.459 2.077 6.051
C -0.560 1.826 4.323
C 0.263 2.583 3.465
C 0.201 2.412 2.113
C -0.676 1.459 1.510
O -0.717 1.336 0.245
C -1.481 0.682 2.408
C -2.365 -0.356 1.987
N -2.484 -0.842 0.792
C -3.373 -1.922 0.578
C -3.813 -2.806 1.527
C -4.732 -3.829 1.199
C -5.202 -3.974 -0.072
C -4.734 -3.109 -1.092
C -5.149 -3.198 -2.443
C -4.643 -2.335 -3.365
C -3.676 -1.391 -2.954
N -3.260 -1.292 -1.723
C -3.803 -2.108 -0.773
C -1.415 0.907 3.804
H 0.948 3.304 3.894
H 0.830 2.992 1.451
H -2.991 -0.768 2.782
H -3.452 -2.735 2.544
H -5.063 -4.503 1.978
H -5.915 -4.751 -0.319
H -5.870 -3.956 -2.725
H -4.948 -2.374 -4.402
H -3.222 -0.712 -3.668
H -2.041 0.318 4.466
C -4.467 3.491 -1.346
C -3.180 3.608 -2.100
N -2.852 4.752 -2.637
C -1.669 4.851 -3.292
C -0.802 3.807 -3.454
C 0.513 4.074 -4.142
O 1.650 3.705 -3.360
C -1.144 2.542 -2.899
C -0.239 1.430 -3.137
N -0.127 0.308 -2.500
C 1.051 -0.455 -2.812
C 2.224 0.208 -3.193
C 3.411 -0.470 -3.400
C 3.473 -1.842 -3.216
C 2.334 -2.517 -2.816
C 1.141 -1.834 -2.609
I -0.445 -2.994 -1.915
C -2.349 2.430 -2.179
O -2.769 1.342 -1.653
H -4.981 4.450 -1.354
H -4.279 3.178 -0.317
H -5.106 2.721 -1.784
H -1.418 5.833 -3.677
H 0.561 5.136 -4.392
H 0.606 3.520 -5.078
H 1.542 4.091 -2.482
H 0.451 1.599 -3.958
H 2.226 1.288 -3.258
H 4.300 0.087 -3.665
H 4.404 -2.378 -3.343
H 2.371 -3.583 -2.636
O 8.654 -0.167 4.079
S 7.929 -0.954 3.104
O 7.721 -0.305 1.827
O 8.320 -2.352 3.025
C 6.258 -1.091 3.816
N 6.175 -1.266 5.140
C 4.955 -1.393 5.641
C 3.811 -1.362 4.863
C 4.009 -1.197 3.503
N 5.220 -1.051 2.979
C 2.873 -1.151 2.541
C 2.985 -0.421 1.364
C 1.921 -0.408 0.483
N 0.788 -1.092 0.673
C 0.696 -1.793 1.799
C 1.693 -1.846 2.760
H 4.885 -1.519 6.718
H 2.824 -1.441 5.298
H 3.902 0.112 1.149
H 1.973 0.194 -0.416
H -0.222 -2.360 1.935
H 1.552 -2.440 3.654
```

Results
**ΔE to the lowest compared entry with this formula, charge and spin**: 0.341 eV
**Charge**: -1
**Gap between HOMO and LUMO**: 6.06 eV

What did the first record say?
Density functional theory data (wB97M-V/def2-TZVPD) for C39H28Cl5FMoN9O7S as an isolated structure.

Geometry as XYZ:
```
91
Properties=species:S:1:pos:R:3
Mo 0.024 0.038 -0.228
C -1.397 -2.188 1.607
N -0.054 -2.006 0.990
C 0.982 -1.938 2.054
C 2.114 -1.020 1.709
C 3.309 -1.090 2.408
C 4.341 -0.241 2.067
C 4.154 0.660 1.025
C 2.924 0.718 0.416
N 1.903 -0.078 0.778
C 0.152 -3.238 0.144
C 1.515 -3.526 -0.459
C 1.591 -4.568 -1.374
C 2.825 -4.885 -1.915
C 3.937 -4.152 -1.530
C 3.764 -3.153 -0.593
N 2.579 -2.854 -0.059
C -2.245 -0.956 1.629
C -3.396 -0.928 2.400
C -4.199 0.196 2.389
C -3.854 1.249 1.545
C -2.713 1.148 0.793
N -1.887 0.074 0.858
H -1.288 -2.570 2.625
H -1.943 -2.956 1.055
H 1.374 -2.936 2.260
H 0.518 -1.582 2.977
H 3.424 -1.828 3.189
H 5.283 -0.285 2.597
H 4.943 1.316 0.689
H 2.725 1.422 -0.376
H -0.583 -3.209 -0.662
H -0.082 -4.093 0.792
H 0.703 -5.120 -1.647
H 2.919 -5.695 -2.625
H 4.917 -4.361 -1.935
H 4.605 -2.565 -0.244
H -3.638 -1.775 3.028
H -5.065 0.269 3.029
H -4.456 2.145 1.501
H -2.397 1.955 0.144
Cl 1.957 3.178 -1.803
C 0.445 2.604 -2.435
C -0.224 1.535 -1.835
C -1.364 1.130 -2.520
Cl -2.078 -0.375 -1.971
C -1.917 1.752 -3.629
Cl -3.356 1.159 -4.339
C -1.250 2.857 -4.152
Cl -1.886 3.677 -5.507
C -0.047 3.262 -3.568
Cl 0.811 4.573 -4.260
F 3.469 -3.960 -6.785
C 2.434 -3.672 -6.002
C 2.272 -2.452 -5.486
N 1.209 -2.136 -4.658
C 1.107 -0.798 -4.097
C 1.666 -0.610 -2.676
O 2.780 -0.190 -2.495
O 0.863 -0.952 -1.670
C 0.244 -3.068 -4.335
O -0.692 -2.824 -3.599
N 0.420 -4.296 -4.930
C 1.473 -4.738 -5.740
O 1.528 -5.873 -6.135
H 2.974 -1.658 -5.701
H 0.058 -0.506 -4.136
H 1.708 -0.141 -4.721
H -0.307 -4.977 -4.755
O -5.073 2.288 4.205
S -5.011 3.110 5.411
O -4.457 2.424 6.561
O -6.166 3.933 5.636
C -3.654 4.257 5.014
N -3.626 5.510 5.451
C -2.590 6.251 5.085
C -1.551 5.778 4.289
C -1.648 4.443 3.950
N -2.684 3.693 4.304
C -0.755 3.635 3.078
C -0.334 4.008 1.815
C 0.027 3.025 0.908
N 0.041 1.723 1.214
C -0.138 1.401 2.515
C -0.555 2.300 3.454
H -2.591 7.278 5.432
H -0.718 6.404 4.001
H -0.432 5.028 1.469
H 0.211 3.289 -0.117
H -0.078 0.355 2.772
H -0.840 1.969 4.442
```

Results
**ΔE to the lowest compared entry with this formula, charge and spin**: 0.648 eV
**<S²>**: 2.017
**Charge**: +1
**2S+1**: 3
**Gap between HOMO and LUMO (spin up / spin down)**: 5.47 / 4.89 eV